No. 1
# C3H5N5

A single C3H5N5 molecule in a non-equilibrium geometry (ωB97M-V/def2-TZVPD, the OMol25 dataset).

- charge = 0
- energy relative to the best compared isomer or geometry (same formula, charge and spin) (kcal/mol) = 92.31
- structure (SMILES) = [H]/N=C(/N)N/N=C/C#N

Cartesian coordinates (Å):
C 0.4100 0.0194 -1.1737
C -0.2852 -0.0938 1.5885
C -0.5932 -0.1669 3.0502
H 0.8497 0.7765 -3.0328
H -0.2785 1.8282 -2.0095
H 1.4512 -1.2051 -0.0400
H -1.4732 -0.8085 -1.1627
H 0.8799 0.2213 1.4176
N 0.0368 0.7197 -2.2539
N 1.5604 -0.3932 -0.8465
N -0.7555 -0.5833 -0.5007
N -1.1234 -0.4344 0.7444
N -0.6790 0.1203 4.2191

Atomic partial charges in e from the natural (NBO) method, atoms 1 to 6: 0.507 -0.121 0.234 0.411 0.409 0.356

No. 2
# C3H5N5

A molecular structure, C3H5N5 in a non-equilibrium geometry (ωB97M-V/def2-TZVPD, the OMol25 dataset).

- charge = 0
- energy relative to the best compared isomer or geometry (same formula, charge and spin) (kcal/mol) = 103.16

Cartesian coordinates (Å):
C 0.7418 0.5153 -0.0858
C -0.0584 1.7385 0.0144
C -1.4558 0.1507 0.0835
H 0.5236 -1.8668 1.0078
H 1.2181 -1.4384 -0.6269
H 2.5602 0.7700 -0.2713
H 0.6316 2.6719 0.0833
H -2.3014 -1.4134 -0.3969
N 0.0967 -1.8036 0.0659
N -0.1326 -0.4798 0.2849
N 1.9412 0.0574 -0.1036
N -1.2568 1.5260 0.1623
N -2.5082 -0.4277 -0.2177

Atomic partial charges in e from the natural (NBO) method, atoms 1 to 6: 0.321 0.094 0.500 0.359 0.375 0.353

No. 3
# C3H5N5O

2 unconnected molecules or ions with the total composition C3H5N5O in a non-equilibrium geometry (ωB97M-V/def2-TZVPD, the OMol25 dataset).

- charge = 0
- energy relative to the best compared isomer or geometry (same formula, charge and spin) (kcal/mol) = 195.41

Cartesian coordinates (Å):
C -1.2936 0.8577 1.3516
C 1.0173 -0.4156 -1.2927
C -0.2037 -0.5994 -0.3004
H -0.5293 0.1739 2.1259
H -2.4650 0.6199 1.2822
H -1.1294 2.0578 2.2024
H 1.0048 -2.2221 -1.8265
H -0.2137 -2.2475 -0.1995
N -0.7881 0.6982 -0.0442
N 1.5554 1.6971 -0.6155
N 1.7807 0.7548 -1.2967
N 1.4732 -1.3068 -1.9788
N -0.5769 -1.6365 0.5044
O 0.3683 1.5684 0.0880

Atomic partial charges in e from the natural (NBO) method, atoms 1 to 6: -0.474 0.286 0.324 0.229 0.243 0.258

No. 4
# C3H5N7O3

2 unconnected molecules or ions with the total composition C3H5N7O3 in a non-equilibrium geometry (ωB97M-V/def2-TZVPD, the OMol25 dataset).

- charge = 0
- energy relative to the best compared isomer or geometry (same formula, charge and spin) (kcal/mol) = 0.00

Cartesian coordinates (Å):
C -0.8175 -1.4029 -0.4538
C -1.8713 1.4521 0.1360
C 1.8381 0.1347 0.1519
N -1.1520 -2.4517 -0.1178
N -2.9420 0.8706 0.1248
N 2.8371 1.0679 0.2934
N 2.1694 -1.1238 0.6197
N -0.4738 -0.1595 -0.6292
N 0.7380 0.4306 -0.5402
N -3.4557 -0.3185 -0.4140
O -4.1931 -0.9117 0.3314
O -1.0411 2.2178 0.3746
O -3.1999 -0.5162 -1.5541
H 3.4464 0.7570 0.9810
H 2.5579 2.0304 0.4155
H 3.0180 -1.2779 1.1613
H 1.7825 -2.0355 0.2773
H 0.7589 1.2367 -1.1577

Atomic partial charges in e from the natural (NBO) method, atoms 1 to 6: 0.376 0.914 0.614 -0.467 -0.487 -0.777

No. 5
# C3H5NO

A single C3H5NO molecule in a non-equilibrium geometry (ωB97M-V/def2-TZVPD, the OMol25 dataset).

- charge = 0
- energy relative to the best compared isomer or geometry (same formula, charge and spin) (kcal/mol) = 81.53
- structure (SMILES) = N/C=C/C=O

Cartesian coordinates (Å):
C -0.5131 0.3430 -0.0297
C 0.4938 -0.5140 -0.0995
C 1.7700 -0.2066 0.0985
H -2.4433 1.0018 -0.1182
H -2.3008 -0.4502 -0.7634
H -0.0421 1.3827 0.3996
H 0.4894 -1.6192 -0.5237
H 2.4557 -1.1173 0.3276
N -1.8514 0.1942 0.1853
O 1.9419 0.9856 0.5235

Atomic partial charges in e from the natural (NBO) method, atoms 1 to 6: 0.111 -0.424 0.345 0.385 0.350 0.237

No. 6
# C3H5NO

A single C3H5NO molecule in a non-equilibrium geometry (ωB97M-V/def2-TZVPD, the OMol25 dataset).

- charge = 0
- energy relative to the best compared isomer or geometry (same formula, charge and spin) (kcal/mol) = 84.81
- structure (SMILES) = C=C/C=N\O

Cartesian coordinates (Å):
C 0.4750 0.8098 -0.0259
C -0.5526 -0.2400 0.0994
C -1.9149 -0.1504 -0.2264
H 3.0821 -0.7656 0.2854
H 0.2191 1.8579 0.1342
H -0.1985 -1.2492 0.5383
H -2.5616 -1.0469 0.1605
H -2.3341 0.8135 -0.6329
N 1.7218 0.6618 -0.0538
O 2.0638 -0.6908 -0.2787

Atomic partial charges in e from the natural (NBO) method, atoms 1 to 6: -0.015 -0.268 -0.374 0.477 0.203 0.231